DFT (ωB97M-V/def2-TZVPD) results for a structure of composition C17H11IrN6O5S2.

Its total energy is -61489.95575 eV. Its net charge is 0. The calculation puts the lowest unoccupied orbital energy at -1.235 eV. For the gap between HOMO and LUMO, the calculation gives 0.264 Ha.

```
42
C17H11IrN6O5S2, DFT ωB97M-V/def2-TZVPD
Ir -0.2405 0.6193 0.3678
O 1.6460 -0.0230 0.1433
N 2.2963 -0.1357 1.2394
N 1.7152 0.3598 2.2335
O 0.5198 1.0119 2.1079
C 2.2864 0.3519 3.5449
C 1.4792 0.7109 4.6108
C 2.0303 0.6958 5.8842
C 3.3529 0.3293 6.0739
C 4.1415 -0.0222 4.9856
C 3.6168 -0.0102 3.7051
H 0.4526 0.9987 4.4443
H 1.4155 0.9733 6.7295
H 3.7747 0.3203 7.0698
H 5.1759 -0.3023 5.1311
H 4.2196 -0.2735 2.8493
O -2.3425 3.7381 -0.4650
S -1.2390 3.5790 0.4418
O -1.5377 3.1703 1.7878
N -0.0403 2.5738 -0.2136
C 1.1327 3.2440 -0.4288
S 2.5222 2.6220 -1.0250
C 0.9936 4.6913 -0.0956
C 1.9438 5.6877 -0.2692
C 1.6088 6.9833 0.0891
C 0.3468 7.2892 0.5987
C -0.6109 6.3002 0.7602
C -0.2425 5.0135 0.4159
H 2.9130 5.4348 -0.6761
H 2.3350 7.7756 -0.0349
H 0.1119 8.3112 0.8648
H -1.5978 6.5210 1.1424
N -4.2821 1.3407 0.8231
C -3.2054 0.5643 0.8576
O -2.2089 0.9568 0.1390
C -3.1336 -0.6322 1.6210
C -4.1367 -1.0309 2.5278
N -4.9562 -1.3565 3.2690
C -1.8889 -1.2363 1.4286
N -0.7928 -1.3563 1.0561
H -4.1745 2.2497 0.3949
H -5.1028 1.1224 1.3619
```